ORCA calculation (ωB97M-V with the def2-TZVPD basis set) on a molecular structure, CH9N6.

Structure (XYZ):
```
16
Properties=species:S:1:pos:R:3:nbo_charge:R:1
C 0.81846 0.36561 -0.58457 0.20
N -1.96230 -0.19852 0.60866 -0.54
N -1.64391 0.09434 -0.59019 -0.11
N -0.17192 1.27515 -0.90647 -0.67
N 1.35898 0.45870 0.87130 -0.90
N 0.31901 -0.92656 -0.99745 0.02
N 0.58503 -1.91682 -0.22290 -0.43
H 1.72903 0.66477 -1.23516 0.24
H -2.71018 0.45168 1.07310 0.37
H -0.32766 2.00256 -0.25149 0.41
H -0.58712 1.37053 -1.77162 0.43
H 0.96805 1.00271 1.64204 0.40
H 2.32485 0.69279 0.83733 0.40
H 0.03383 -2.69269 -0.51348 0.42
H -1.63549 -0.83663 1.34346 0.37
H 0.90130 -1.80763 0.69745 0.41
```

- multiplicity = 1
- frontier orbital gap (spin up / spin down) (eV) = 8.01 / 7.98
- total energy (Ha) = -371.577203
- E_LUMO (spin up / spin down) (hartree) = -0.1853 / -0.1857
- energy relative to the best compared isomer or geometry (same formula, charge and spin) (eV) = 5.260
- charge = +1